# 1
{
  "formula": "C5H13NO",
  "method": "wB97M-V/def2-TZVPD",
  "e_above_lowest_ev": 1.9220,
  "e_tot_ev": -8932.08890,
  "homo_ev": -7.6998,
  "gap_ev": 8.648,
  "symbols": ["C", "C", "C", "C", "N", "C", "H", "H", "H", "H", "H", "H", "H", "H", "H", "H", "H", "H", "H", "O"],
  "coordinates": [[2.472, -1.323, 1.533], [1.051, -1.762, 1.197], [0.224, -0.904, 0.227], [0.781, 0.145, -0.414], [0.268, 0.656, -1.622], [-1.162, -1.463, -0.037], [2.579, -1.215, 2.656], [3.136, -2.110, 1.228], [2.751, -0.300, 1.228], [1.113, -2.686, 0.580], [0.618, -1.995, 2.164], [1.690, 0.632, -0.142], [0.930, 0.850, -2.368], [-0.374, 0.062, -2.132], [-1.899, -1.482, 0.771], [-0.993, -2.477, -0.432], [-1.589, -0.958, -0.911], [-3.848, 4.780, -0.795], [-4.215, 5.891, -1.692], [-3.534, 5.660, -1.040]],
  "mulliken_charge": [-1.0317, -0.3724, 0.3280, -0.0925, -0.6047, -1.1949, 0.2585, 0.2394, 0.2976, 0.2379, 0.3252, 0.2917, 0.2557, 0.1892, 0.3027, 0.3021, 0.2685, 0.3194, 0.3188, -0.6387]
}

# 2
{
  "formula": "C5H13NO",
  "method": "wB97M-V/def2-TZVPD",
  "e_above_lowest_ev": 2.1801,
  "e_tot_ev": -8931.83076,
  "homo_ev": -9.5081,
  "gap_ev": 10.539,
  "symbols": ["C", "C", "C", "C", "C", "N", "H", "H", "H", "H", "H", "H", "H", "H", "H", "H", "H", "H", "H", "O"],
  "coordinates": [[-0.240, 1.666, -0.494], [-0.702, 0.243, -0.872], [-0.727, -0.667, 0.358], [-0.616, -3.104, -0.106], [-1.355, -1.997, -0.029], [1.235, 1.858, -0.490], [-0.731, 2.378, -1.145], [-0.584, 1.835, 0.537], [-0.081, 0.108, -1.768], [-1.637, 0.211, -1.454], [0.366, -0.794, 0.711], [-1.336, -0.151, 1.112], [-0.852, -3.974, -0.734], [0.398, -3.302, 0.243], [-2.356, -1.904, -0.428], [1.512, 2.720, -0.949], [1.582, 1.094, -1.054], [1.722, 1.655, 1.489], [2.593, 1.036, 2.804], [1.808, 1.090, 2.268]],
  "mulliken_charge": [-0.4476, -0.6985, -0.2112, -0.8019, -0.2237, -0.5627, 0.3550, 0.2395, 0.2927, 0.3392, 0.1590, 0.3023, 0.2446, 0.2611, 0.3309, 0.2137, 0.2118, 0.3878, 0.2837, -0.6758]
}

# 3
{
  "formula": "C5H13NO",
  "method": "wB97M-V/def2-TZVPD",
  "e_above_lowest_ev": 0.5368,
  "e_tot_ev": -8933.47403,
  "homo_ev": -9.8475,
  "gap_ev": 10.647,
  "symbols": ["C", "C", "O", "N", "H", "H", "H", "H", "H", "C", "C", "C", "H", "H", "H", "H", "H", "H", "H", "H"],
  "coordinates": [[2.435, 1.308, 0.996], [1.299, 0.546, 1.628], [0.233, 0.360, 1.071], [1.609, -0.096, 2.801], [3.410, 0.965, 1.322], [2.275, 2.371, 1.130], [0.854, -0.490, 3.335], [2.562, -0.037, 3.108], [2.338, 1.240, -0.087], [-2.021, -0.515, -0.942], [-1.545, -1.826, -1.614], [-1.241, 0.688, -1.444], [-3.086, -0.461, -1.191], [-2.027, -0.625, 0.144], [-2.309, -2.240, -2.263], [-0.998, -2.493, -0.945], [-1.395, 0.657, -2.525], [-1.530, 1.647, -1.016], [-0.684, -1.588, -2.257], [-0.178, 0.591, -1.252]],
  "mulliken_charge": [-0.9378, 0.6101, -0.5477, -0.3973, 0.3359, 0.2629, 0.2354, 0.1748, 0.2575, -0.1668, -1.0723, -1.2438, 0.3598, 0.2668, 0.3002, 0.3103, 0.4151, 0.3318, 0.3024, 0.2026]
}

# 4
{
  "formula": "C5H13NO",
  "method": "wB97M-V/def2-TZVPD",
  "e_above_lowest_ev": 2.5867,
  "e_tot_ev": -8931.42415,
  "homo_ev": -9.4589,
  "gap_ev": 10.061,
  "symbols": ["C", "C", "C", "C", "C", "N", "H", "H", "H", "H", "H", "H", "H", "H", "H", "H", "H", "H", "H", "O"],
  "coordinates": [[1.066, 0.439, -1.251], [0.843, -0.177, 0.107], [0.052, 0.759, 0.998], [-1.368, 1.194, 0.654], [-2.186, 1.890, 1.456], [2.152, -0.435, 0.718], [1.936, 0.010, -1.904], [0.198, 0.282, -1.911], [1.262, 1.476, -1.146], [0.348, -1.201, 0.096], [0.613, 1.675, 0.970], [0.077, 0.301, 2.061], [-1.661, 0.769, -0.242], [-2.878, 2.528, 0.948], [-1.924, 2.202, 2.435], [2.706, -1.141, 0.129], [2.888, 0.392, 0.622], [-0.649, -3.724, -1.318], [-2.023, -3.224, -1.709], [-1.451, -4.016, -1.713]],
  "mulliken_charge": [-1.2861, 0.5714, -0.6360, -0.2311, -0.8706, -0.7516, 0.3491, 0.3262, 0.3402, 0.0975, 0.2346, 0.3219, 0.3768, 0.2739, 0.3208, 0.2715, 0.2863, 0.3217, 0.3208, -0.6373]
}

# 5
{
  "formula": "C5H13NO",
  "method": "wB97M-V/def2-TZVPD",
  "e_above_lowest_ev": 2.8407,
  "e_tot_ev": -8931.17020,
  "homo_ev": -9.3220,
  "gap_ev": 10.341,
  "symbols": ["C", "N", "C", "C", "C", "O", "C", "H", "H", "H", "H", "H", "H", "H", "H", "H", "H", "H", "H", "H"],
  "coordinates": [[-0.048, -0.227, -2.575], [0.540, -0.293, -1.208], [-0.407, 0.459, -0.165], [0.254, 0.304, 1.250], [1.647, 0.702, 1.496], [-0.033, -1.029, 1.605], [-1.926, 0.026, -0.198], [0.125, 0.724, -3.089], [-1.137, -0.419, -2.448], [0.289, -1.138, -3.194], [1.384, 0.229, -1.221], [-0.542, 1.630, -0.435], [-0.317, 1.157, 1.830], [2.388, 0.226, 0.827], [2.076, 0.413, 2.504], [1.747, 1.718, 1.650], [0.066, -1.479, 0.740], [-2.278, -0.941, -0.662], [-1.892, -0.261, 0.885], [-2.550, 0.837, -0.617]],
  "mulliken_charge": [-0.8122, -0.4459, 0.1261, 0.3173, -1.6069, -0.5817, -1.3217, 0.2720, 0.2950, 0.2645, 0.2003, 0.4108, 0.2014, 0.2991, 0.3529, 0.4346, 0.4482, 0.3873, 0.4614, 0.2975]
}

# 6
{
  "formula": "C5H13NO",
  "method": "wB97M-V/def2-TZVPD",
  "e_above_lowest_ev": 1.8579,
  "e_tot_ev": -8932.15300,
  "homo_ev": -9.5604,
  "gap_ev": 10.155,
  "symbols": ["C", "C", "C", "C", "C", "N", "H", "H", "H", "H", "H", "H", "H", "H", "H", "H", "H", "H", "H", "O"],
  "coordinates": [[-1.125, 0.105, 0.468], [0.397, 0.245, 0.301], [0.886, -0.371, -1.034], [1.167, 0.228, -3.427], [0.676, 0.527, -2.234], [-1.952, 1.315, 0.255], [-1.572, -0.669, -0.133], [-1.406, -0.223, 1.476], [0.844, -0.286, 1.136], [0.679, 1.297, 0.319], [1.945, -0.562, -0.919], [0.290, -1.263, -1.210], [1.145, 0.883, -4.294], [1.776, -0.653, -3.636], [0.281, 1.513, -2.102], [-1.812, 1.601, -0.712], [-1.479, 2.116, 0.680], [-0.019, -1.183, 5.128], [-0.409, -2.559, 4.556], [-0.314, -2.062, 5.382]],
  "mulliken_charge": [-0.5699, -0.6193, -0.6093, -0.8531, -0.0677, -0.7175, 0.4065, 0.3223, 0.2961, 0.3634, 0.3820, 0.3368, 0.2629, 0.2589, 0.2891, 0.2643, 0.2538, 0.3173, 0.3183, -0.6349]
}

# 7
{
  "formula": "C5H13NO",
  "method": "wB97M-V/def2-TZVPD",
  "e_above_lowest_ev": 2.1700,
  "e_tot_ev": -8931.84088,
  "homo_ev": -7.6821,
  "gap_ev": 8.395,
  "symbols": ["C", "N", "C", "C", "C", "C", "H", "H", "H", "H", "H", "H", "H", "H", "H", "H", "H", "H", "H", "O"],
  "coordinates": [[0.360, -0.625, 1.767], [0.385, 0.385, 0.717], [-0.620, 1.471, 0.632], [-0.755, 1.849, -0.829], [0.434, 1.140, -1.503], [0.903, -0.007, -0.581], [-0.104, -0.096, 2.561], [1.385, -0.888, 1.984], [-0.074, -1.657, 1.497], [-1.532, 1.011, 1.065], [-0.153, 2.293, 1.165], [-0.529, 2.863, -0.819], [-1.723, 1.656, -1.187], [1.190, 1.958, -1.703], [0.359, 0.837, -2.485], [0.529, -0.998, -0.874], [2.008, 0.026, -0.489], [-0.805, -2.984, -0.179], [-0.801, -4.351, -0.780], [-0.457, -3.883, 0.042]],
  "mulliken_charge": [-0.8847, -0.0070, -0.5024, -0.6887, -0.6507, -0.5428, 0.4347, 0.2735, 0.1359, 0.3664, 0.2302, 0.2577, 0.3963, 0.2307, 0.4848, 0.2175, 0.2481, 0.3117, 0.3194, -0.6306]
}

# 8
{
  "formula": "C5H13NO",
  "method": "wB97M-V/def2-TZVPD",
  "e_above_lowest_ev": 2.6475,
  "e_tot_ev": -8931.36338,
  "homo_ev": -9.2744,
  "gap_ev": 10.237,
  "symbols": ["C", "N", "C", "C", "O", "H", "H", "H", "H", "H", "H", "H", "C", "C", "H", "H", "H", "H", "H", "H"],
  "coordinates": [[0.103, 1.179, -1.083], [2.758, -0.851, 0.341], [-0.263, 0.634, 0.262], [0.077, 1.240, 1.391], [2.222, -1.490, -0.825], [2.514, -2.409, -0.760], [3.325, -0.078, -0.008], [-0.788, 1.334, -1.688], [0.632, 2.126, -0.994], [0.738, 0.465, -1.607], [0.620, 2.171, 1.399], [-0.179, 0.834, 2.355], [-1.033, -0.659, 0.256], [-2.505, -0.438, -0.093], [-3.047, -1.380, -0.052], [-0.587, -1.337, -0.475], [-0.971, -1.127, 1.241], [1.955, -0.440, 0.820], [-2.960, 0.253, 0.614], [-2.611, -0.027, -1.093]],
  "mulliken_charge": [-1.2310, -0.5104, 0.4630, -0.8906, -0.3936, 0.3159, 0.2667, 0.3338, 0.3570, 0.2595, 0.2958, 0.3016, -0.3321, -1.2428, 0.3812, 0.2678, 0.3775, 0.3426, 0.3177, 0.3204]
}

Which formula does entry 3 have? C5H13NO

Number 1 is which compound? C5H13NO